{"formula": "C9H18N2O3", "method": "ωB97M-V with the def2-TZVPD basis set", "orbital_gap_ev": 9.9, "multiplicity": 1, "smiles": "CCC/C(=N\\C=O)C(=O)O.CN(C)C", "relative_energy_kj_mol": 364.3, "e_tot_ha": -688.87488, "total_charge": 0, "elements": ["C", "C", "C", "C", "N", "C", "O", "C", "O", "O", "H", "H", "H", "H", "H", "H", "H", "H", "H", "C", "N", "C", "C", "H", "H", "H", "H", "H", "H", "H", "H", "H"], "coordinates": [[1.73215, -2.81124, 3.70373], [0.57280, -2.30061, 2.93688], [0.93361, -1.43533, 1.67001], [-0.26309, -1.18397, 0.81871], [-0.25466, -1.54145, -0.38827], [0.67197, -1.98472, -1.22330], [1.32215, -1.34352, -2.00112], [-1.54157, -0.44980, 1.25407], [-2.11637, -0.77361, 2.25294], [-1.91671, 0.56729, 0.48417], [2.05626, -2.34643, 4.67859], [2.67035, -2.94317, 3.04980], [1.54383, -3.73216, 4.26459], [-0.28956, -2.98516, 2.70907], [-0.04680, -1.46421, 3.47991], [1.25553, -0.43183, 2.00676], [1.77231, -1.90472, 1.11329], [0.86201, -3.04688, -1.16786], [-1.47034, 0.85325, -0.40891], [-1.62272, 2.95299, -1.37955], [-0.96059, 1.71394, -1.81854], [0.46814, 1.85968, -1.68154], [-1.28246, 1.32219, -3.15130], [-1.49894, 3.20341, -0.41100], [-1.41917, 3.91451, -1.92968], [-2.69262, 2.82889, -1.70894], [0.68944, 2.07296, -0.64878], [0.90486, 0.77748, -1.74067], [0.87669, 2.56533, -2.42491], [-0.85997, 0.35561, -3.25442], [-2.38195, 1.43913, -3.27961], [-0.66650, 1.98712, -3.84778]], "mulliken_charge": [-1.180, -0.185, -0.868, 0.671, -0.349, -0.176, -0.526, 0.351, -0.578, -0.483, 0.311, 0.278, 0.318, 0.379, 0.234, 0.303, 0.541, 0.460, 0.615, -1.020, -0.039, -1.055, -0.890, 0.391, 0.333, 0.329, 0.362, 0.175, 0.452, 0.251, 0.307, 0.287]}